a.
Density functional theory data (wB97M-V/def2-TZVPD) for 7 unconnected molecules or ions with the total composition H14O7.

Each line ends with the natural charge from an NBO analysis.
Positions of all 21 atoms, in Å:
O1 3.74659 -0.09920 3.47281  -0.942
H1 0.87090 -0.60142 0.70933  0.463
H2 2.71976 1.36713 1.60012  0.458
O2 -3.98633 -0.82156 0.49312  -0.916
O3 3.04544 2.23737 1.36649  -0.933
H3 3.71384 0.80465 3.91821  0.486
H4 -2.96452 0.24566 -2.67927  0.469
H5 3.03899 -0.18734 2.84515  0.459
O4 0.55129 -1.06220 -2.39819  -0.928
H6 -4.33541 -0.88092 1.40136  0.458
H7 -0.60143 0.77376 -0.00037  0.474
H8 1.23368 -0.46055 -2.29678  0.455
H9 -0.32525 1.18969 -1.41760  0.455
H10 -4.47009 -0.05761 0.27828  0.458
H11 -2.83637 -1.12028 -3.34083  0.459
H12 0.93693 -1.93423 -2.63506  0.474
O5 -2.31883 -0.41740 -2.97918  -0.929
O6 0.10721 -0.79316 1.23011  -0.964
O7 -1.06961 1.07916 -0.77947  -0.937
H13 -0.51240 -1.44814 0.71741  0.509
H14 3.45561 2.18658 0.49437  0.473

## Properties
Orbital gap: 10.55 eV



b.
Density functional theory data (wB97M-V/def2-TZVPD) for 7 unconnected molecules or ions with the total composition H14O7.

Each line ends with the natural charge from an NBO analysis.
Positions of all 21 atoms, in Å:
H1 -2.73808 -0.64114 0.76717  0.473
H2 2.34388 -3.75647 1.70755  0.469
O1 1.27780 2.59555 4.37423  -0.934
O2 -2.47032 0.21276 1.10685  -0.946
H3 -3.83784 2.72917 -1.82460  0.466
H4 -0.89946 -3.09470 -3.38589  0.467
H5 2.02511 1.90979 -3.59272  0.467
H6 -2.66730 3.11116 -0.94379  0.468
H7 -3.04734 0.36501 1.85525  0.473
H8 0.39051 -2.90548 -2.61643  0.469
H9 1.12357 0.70694 -3.41301  0.467
H10 1.50435 -3.82300 2.96558  0.467
O3 -0.20761 -3.58056 -2.93699  -0.936
O4 -2.99275 3.17834 -1.84147  -0.934
H11 0.47891 0.05623 0.14306  0.476
H12 1.80027 -0.19253 0.83875  0.473
O5 1.24651 1.48659 -3.95455  -0.934
O6 2.39703 -3.94860 2.64377  -0.936
H13 1.00925 2.79710 3.47786  0.465
O7 1.29558 -0.43656 0.06288  -0.949
H14 1.96792 3.23040 4.56649  0.469

## Properties
Orbital gap: 11.45 eV



c.
Density functional theory data (wB97M-V/def2-TZVPD) for 7 unconnected molecules or ions with the total composition H14O7.

Each line ends with the natural charge from an NBO analysis.
Positions of all 21 atoms, in Å:
O1 -1.50031 0.66484 -1.25813  -1.002
H1 1.73315 1.48755 0.73884  0.491
O2 0.20832 -1.54577 -0.89272  -1.006
H2 -2.95697 -1.60803 0.28561  0.470
O3 -3.07492 -0.74282 0.64658  -0.947
H3 0.42181 0.01694 1.49858  0.520
H4 3.32846 -0.78240 -1.34579  0.482
O4 1.97980 0.78704 1.29039  -0.998
H5 -0.17935 -1.51749 0.03134  0.496
H6 -0.18121 -0.81716 -1.44781  0.510
O5 -0.34560 -0.58201 1.55361  -0.997
H7 0.06100 -1.40258 1.87327  0.471
H8 -0.49128 1.91903 -0.22923  0.493
H9 -2.38115 -0.68920 1.29188  0.502
H10 -2.03238 1.33528 -1.69295  0.484
H11 0.31120 2.92106 -0.96458  0.461
H12 -2.16693 0.11709 -0.76017  0.514
O6 0.06917 2.71268 -0.04380  -0.966
H13 1.88794 -1.25824 -0.74566  0.513
O7 2.84718 -1.08786 -0.56748  -1.002
H14 2.46208 0.07204 0.73820  0.512

## Properties
Orbital gap: 11.44 eV



d.
Density functional theory data (wB97M-V/def2-TZVPD) for 7 unconnected molecules or ions with the total composition H14O7.

Each line ends with the natural charge from an NBO analysis.
Positions of all 21 atoms, in Å:
H1 0.93951 -0.46422 1.62252  0.516
O1 -1.71356 0.64026 0.88801  -1.000
H2 1.36946 0.63515 -1.04222  0.495
H3 1.53287 -1.90790 -0.10975  0.465
O2 1.72245 1.48662 -0.66738  -0.980
O3 0.47973 -0.94474 -1.85275  -0.968
H4 -1.62740 1.43367 0.28830  0.507
H5 1.56079 1.37923 0.26713  0.484
O4 0.88867 0.48059 1.90294  -1.011
H6 0.08372 -1.94472 0.45138  0.504
O5 -0.95773 2.55314 -0.68785  -0.958
H7 -1.26441 2.49614 -1.61045  0.480
H8 1.71206 0.70489 2.35394  0.491
H9 -1.70743 -0.72172 0.20300  0.516
O6 1.04726 -2.00109 0.72190  -0.978
H10 0.97352 -1.74791 -1.76276  0.457
H11 -0.87951 0.74553 1.43050  0.507
H12 -0.06730 2.13936 -0.77639  0.503
H13 -0.34783 -1.10585 -1.37198  0.503
H14 -2.22825 -2.22535 -0.09176  0.493
O7 -1.51663 -1.63109 -0.15634  -1.026

## Properties
Orbital gap: 11.81 eV



Relative energy of each structure, in hartree: a 0.0846; b 0.0580; c 0.0064; d 0.0000.